32
Properties=species:S:1:pos:R:3:mulliken_charge:R:1 method="wB97M-V/def2-TZVPD" charge=-1 multiplicity=1 de_lowest_kj_mol=589.6 orbital_gap_ev=9.280
O -1.1389 2.6917 1.8937 -0.706
H -1.8995 3.1752 1.2841 0.300
H -0.2815 2.9250 1.3160 0.426
O 0.5965 -1.4755 -2.1104 -0.799
H 0.3074 -2.3440 -1.8713 0.261
H -0.0910 -0.5116 -1.4513 0.435
O 0.2267 -2.1427 1.3490 -0.702
H 3.0207 -1.5498 -2.8926 0.301
H 4.0292 -0.4431 1.4205 0.280
O -1.8912 2.0983 -2.8884 -0.735
H -1.9638 1.9794 -3.6942 0.172
H -0.2763 1.2436 3.5591 0.295
O -3.2564 -1.2860 2.1101 -0.625
H -0.0606 1.6776 -0.1157 0.557
H -1.6753 0.9929 -2.6893 0.521
O 4.0733 -0.9511 2.1446 -0.635
H 3.1643 -1.3964 2.2055 0.355
H 0.8456 -0.1594 -0.7803 0.242
O 0.0383 0.1394 -0.4945 -0.865
H -0.3364 -1.6108 2.0760 0.327
O 3.2128 -1.8711 -2.0316 -0.634
H 0.1634 -1.5259 0.6559 0.404
H 2.5821 -1.3762 -1.6104 0.288
O -1.3692 -0.3091 -3.1304 -0.940
H -1.9856 -0.5985 -2.4747 0.285
H -0.2531 -0.9253 -2.7600 0.449
O 0.6713 2.4820 -0.0398 -0.753
H -2.6080 -0.6167 1.6416 0.306
H 1.3325 2.1989 -0.5080 0.194
O -0.6448 0.3624 3.5931 -0.607
H -2.9367 -1.3633 2.9529 0.315
H -1.5957 0.4900 3.3410 0.288

---

32
Properties=species:S:1:pos:R:3:mulliken_charge:R:1 method="wB97M-V/def2-TZVPD" charge=-1 multiplicity=1 de_lowest_kj_mol=186.0 orbital_gap_ev=8.406
O -2.5090 -1.5091 -1.4944 -0.690
H -1.7092 -1.2810 -2.0003 0.341
H 1.2192 -0.3291 2.3215 0.310
O 1.1180 -1.2716 2.1214 -0.628
H 4.1709 2.8520 -1.1034 0.292
H -0.7196 -2.8775 1.2082 0.301
O 1.9403 0.8255 -1.5899 -1.012
H 3.6047 1.4382 -1.4631 0.439
H -1.2825 -0.3895 0.8321 0.272
O 1.9543 1.8828 0.7435 -0.619
H 1.3429 1.4212 0.1744 0.342
H -3.8928 1.4493 0.5428 0.317
O 1.2197 -4.2133 -0.1286 -0.646
H -0.2422 3.1545 0.6313 0.330
H -2.4630 -0.8477 -0.7880 0.392
O -1.7692 0.4060 0.5182 -0.624
H -1.2435 0.9063 -0.1544 0.285
H -1.5653 -3.8285 0.4601 0.362
O -1.2191 -3.6775 1.3566 -0.700
H 2.8540 1.9856 0.4568 0.275
O 4.3911 1.9207 -1.1585 -0.712
H 2.4753 0.2242 -2.1241 0.190
H 0.8068 0.8137 -2.1884 0.422
O -0.2187 1.1127 -2.4693 -0.741
H -0.2241 1.5121 -3.3272 0.177
H 1.7747 -1.5524 1.4449 0.336
O -0.9849 3.6744 0.9670 -0.657
H 1.7343 -4.3816 0.6612 0.308
H -1.2330 3.2807 1.8012 0.314
O -4.1752 0.8837 1.2861 -0.635
H 0.3550 -4.1381 0.3246 0.340
H -3.6902 0.0552 1.1935 0.321